{
  "formula": "C32H81F6N6O11Ti2",
  "method": "the ωB97M-V functional and the def2-TZVPD basis",
  "species": ["Ti", "Ti", "O", "H", "H", "H", "C", "O", "O", "C", "F", "F", "F", "C", "C", "H", "H", "H", "H", "H", "H", "C", "O", "O", "C", "F", "F", "F", "C", "C", "H", "H", "H", "H", "H", "H", "C", "C", "C", "O", "C", "N", "H", "H", "H", "H", "H", "H", "H", "H", "H", "H", "H", "C", "C", "C", "O", "C", "N", "H", "H", "H", "H", "H", "H", "H", "H", "H", "H", "H", "C", "C", "C", "O", "C", "N", "H", "H", "H", "H", "H", "H", "H", "H", "H", "H", "H", "C", "C", "C", "O", "C", "N", "H", "H", "H", "H", "H", "H", "H", "H", "H", "H", "H", "C", "C", "C", "O", "C", "N", "H", "H", "H", "H", "H", "H", "H", "H", "H", "H", "H", "C", "C", "C", "O", "C", "N", "H", "H", "H", "H", "H", "H", "H", "H", "H", "H", "H"],
  "positions_angstrom": [[15.9826, -1.8358, 0.5421], [15.8605, 1.1811, 2.1777], [12.3083, -2.4398, 1.6312], [11.9029, -2.6782, 2.4681], [12.8286, -3.1627, 1.2728], [12.8782, -1.6870, 1.8047], [18.8843, 0.0416, 0.8046], [18.7471, 0.8135, -0.4288], [17.5703, -0.1882, 1.2221], [19.7220, -1.2752, 0.5480], [19.5670, -2.1754, 1.5239], [19.5374, -1.9825, -0.5833], [21.0346, -1.0119, 0.5358], [19.9944, 1.3994, -1.0096], [19.4869, 2.0376, -2.2910], [18.6367, 2.6886, -2.0875], [20.1694, 2.6974, -2.8267], [19.0248, 1.3441, -2.9936], [20.8178, 0.7262, -1.2479], [20.3569, 2.1451, -0.3020], [19.3844, 0.8206, 1.3800], [13.6676, 0.6939, 0.1521], [14.7247, 1.6579, 0.2336], [13.9940, -0.2438, 1.1235], [12.1911, 1.2851, 0.1257], [11.2418, 0.3951, 0.4385], [11.8811, 2.4096, 0.9453], [11.8514, 1.5569, -1.1763], [15.1066, 2.3704, -0.9060], [16.0863, 3.4385, -0.2712], [16.3682, 4.1860, -1.0127], [15.5679, 3.9209, 0.5575], [16.9122, 2.9181, 0.2137], [14.2964, 2.8902, -1.4173], [15.5168, 1.7528, -1.7050], [13.8428, 0.2512, -0.8284], [13.5991, 4.2647, -6.7515], [14.9691, 3.7117, -6.3112], [14.8427, 2.9465, -4.9647], [13.9508, 1.8502, -5.0768], [13.9582, 0.9328, -3.9882], [15.3208, 2.7550, -7.3688], [13.7303, 4.9678, -7.5740], [13.2113, 4.8393, -5.9104], [12.7325, 3.6255, -6.9199], [15.7699, 4.4497, -6.3585], [14.4471, 3.6141, -4.1992], [15.8650, 2.7102, -4.6694], [14.9836, 0.7631, -3.6596], [13.4664, 0.0721, -4.4414], [13.4259, 1.2200, -3.0814], [14.7101, 1.9626, -7.2297], [15.2019, 3.2117, -8.2618], [13.1099, 6.2148, 1.3773], [12.2419, 5.9365, 2.6322], [11.8142, 7.2267, 3.3082], [12.8697, 7.8254, 4.0757], [12.7499, 7.7880, 5.4883], [11.1538, 4.9772, 2.2920], [13.9262, 6.8835, 1.6505], [12.4694, 6.7047, 0.6440], [13.5139, 5.2793, 0.9903], [12.9512, 5.4695, 3.3154], [10.9563, 6.9614, 3.9262], [11.3309, 7.7787, 2.5021], [13.5863, 8.2912, 5.9734], [12.7708, 6.7527, 5.8288], [11.8323, 8.2531, 5.8486], [10.5124, 5.4506, 1.6719], [11.6638, 4.3080, 1.7334], [17.2731, -1.0054, -3.0369], [16.3128, -2.1505, -2.9088], [16.7673, -3.2504, -3.9227], [17.8789, -3.9591, -3.4443], [18.2002, -5.1487, -4.2277], [16.3119, -2.6403, -1.5380], [17.3424, -0.6854, -4.0766], [18.2769, -1.2314, -2.6771], [16.8297, -0.2173, -2.4284], [15.3537, -1.6918, -3.1495], [16.9529, -2.8728, -4.9282], [15.9430, -3.9571, -3.8261], [18.5571, -4.9932, -5.2458], [17.2918, -5.7153, -4.4325], [18.9487, -5.7963, -3.7712], [17.2362, -3.0435, -1.4805], [15.7106, -3.4428, -1.4173], [17.0241, 2.8133, 5.1531], [16.1987, 3.9182, 4.4096], [17.0329, 4.9972, 3.5892], [16.1657, 5.6834, 2.7117], [16.7876, 6.6641, 1.9173], [15.3961, 3.0769, 3.5689], [16.3418, 2.0413, 5.5090], [17.6040, 3.1733, 6.0029], [17.8018, 2.3009, 4.5869], [15.5981, 4.4588, 5.1410], [17.7041, 4.3394, 3.0370], [17.5302, 5.7706, 4.1745], [16.0681, 6.9824, 1.1628], [17.6163, 6.2008, 1.3820], [17.1766, 7.5799, 2.3623], [15.0795, 3.7166, 2.8542], [14.5138, 3.0518, 4.0598], [10.2732, 1.3281, -5.7075], [8.9962, 1.0955, -4.9236], [8.1566, -0.1236, -5.3038], [7.4774, 0.0380, -6.5096], [6.6665, -1.0018, -6.9989], [9.4119, 1.1083, -3.5219], [10.0308, 1.2704, -6.7687], [11.0558, 0.5850, -5.5538], [10.7516, 2.2903, -5.5250], [8.3714, 1.9775, -5.0647], [7.5029, -0.2689, -4.4437], [8.7725, -1.0166, -5.1977], [5.6977, -0.9432, -6.5028], [7.0510, -1.9907, -6.7490], [6.5133, -0.9833, -8.0779], [8.5315, 1.0317, -3.0330], [9.9583, 1.8967, -3.2055], [12.7592, -1.1975, 4.7755], [11.2933, -1.7477, 5.1261], [10.1800, -0.7609, 4.5775], [10.3821, 0.5070, 5.2037], [9.5082, 1.5063, 4.6025], [11.2362, -2.9644, 4.2835], [13.0289, -0.3569, 5.4148], [12.9595, -0.8316, 3.7685], [13.4503, -1.9378, 5.1787], [11.1474, -1.9597, 6.1853], [9.2328, -1.1577, 4.9427], [10.3578, -0.8492, 3.5057], [9.7294, 1.7832, 3.5717], [9.7314, 2.4121, 5.1662], [8.4669, 1.1914, 4.6701], [11.8429, -3.7023, 4.6113], [10.3040, -3.3525, 4.2653]],
  "forces_ev_per_a": [[0.246, 1.685, 0.350], [0.526, -0.430, -0.145], [-0.884, 0.042, -1.271], [-1.321, -0.812, 2.497], [0.887, -0.699, -0.434], [1.489, 1.982, -0.546], [-2.447, 1.105, -1.766], [1.659, -0.962, -0.768], [0.304, -0.875, -0.201], [0.883, -0.210, 0.666], [-0.696, 0.050, 0.621], [-1.129, 0.662, -0.449], [0.418, 0.821, 0.074], [-1.659, 0.194, -0.133], [-0.840, 0.762, -0.225], [-0.050, 0.186, 0.511], [0.453, -0.378, 0.128], [0.562, -0.461, 0.030], [-0.336, -0.544, 0.346], [0.114, 0.106, 0.031], [0.637, -0.957, 1.171], [1.639, -1.407, 0.486], [-1.577, -0.219, 0.999], [-0.611, 0.278, -0.335], [-1.600, 0.762, -0.057], [0.749, -0.506, 0.888], [1.343, -1.939, -1.746], [1.012, 0.918, 0.981], [1.186, 2.302, 0.169], [-0.989, -0.972, -0.814], [0.354, -0.093, 0.165], [-0.297, 0.257, -0.235], [0.445, -0.002, -0.481], [-0.506, 0.107, 0.440], [0.593, -0.380, 0.382], [-0.814, -0.095, -0.582], [-0.095, 1.845, 1.607], [-1.996, -1.795, -1.357], [0.221, 1.151, -0.287], [0.448, 0.265, 0.073], [0.117, 0.215, -0.877], [1.222, -0.512, 0.823], [-0.137, -0.147, -0.140], [-0.056, 0.696, 0.105], [0.749, -0.841, -0.399], [-0.327, 0.322, 0.804], [-0.012, 0.366, 0.118], [0.096, -0.808, 0.163], [0.244, -0.485, -0.246], [0.261, -0.362, 0.535], [-0.457, 0.533, -0.204], [-0.131, -0.105, -0.677], [-0.215, -0.409, -0.116], [-0.559, 0.430, 0.816], [1.462, -0.446, -0.600], [-0.899, -1.245, 0.658], [-0.322, 0.463, -1.164], [-0.374, -0.546, -0.105], [0.903, 0.883, 0.891], [0.035, -0.018, -0.125], [0.144, -0.033, -0.323], [0.038, 0.025, -0.170], [-0.247, -0.447, 0.412], [0.037, 0.031, 0.574], [0.651, 1.327, 0.134], [0.103, 0.136, -0.508], [-0.117, -0.207, 0.155], [-0.156, 0.066, -0.112], [-0.231, 0.002, -0.253], [-0.527, -0.340, -0.198], [0.047, 0.723, 0.543], [1.241, 0.420, -1.587], [-1.465, -0.803, 1.237], [1.495, -0.720, -0.231], [-0.790, 0.265, -0.290], [0.236, -0.054, 0.547], [-0.081, 0.094, 0.049], [-0.049, -0.024, 0.070], [0.554, 0.507, 0.002], [-0.342, -0.771, -0.266], [-0.385, 0.124, -0.019], [-0.453, -0.332, -1.113], [0.289, 0.989, -0.006], [-0.265, -0.218, 0.550], [-0.223, 0.476, 0.610], [0.667, -0.372, 0.456], [-0.465, -0.440, -0.294], [0.797, 1.153, 0.817], [2.664, 0.111, 1.490], [-0.957, -1.388, 0.211], [-0.650, -0.048, 0.406], [0.221, -0.309, -1.241], [-1.799, 0.808, -1.908], [-0.082, 0.137, 0.053], [-0.281, 0.275, 0.291], [-0.273, 0.145, -0.806], [-0.172, -0.029, 0.019], [0.708, 0.431, -0.392], [0.328, -0.588, 0.524], [-0.090, -0.095, 0.098], [0.251, -0.017, -0.160], [-0.171, -0.178, 0.892], [-0.044, 0.324, -1.066], [-0.432, -1.022, 0.372], [-0.058, -0.420, -1.400], [1.339, 1.735, -0.275], [0.393, -0.368, 1.506], [0.782, 0.745, -0.762], [-0.377, -0.636, 1.029], [-1.139, -1.851, 0.309], [0.107, 0.204, -0.196], [-0.199, -0.297, 0.356], [-0.291, 0.150, 0.168], [-0.350, 0.058, -0.549], [-0.886, 0.127, 0.079], [0.380, -0.353, -0.819], [-0.314, 0.009, -0.095], [0.366, -0.115, 0.011], [0.317, 0.553, 0.091], [0.271, 0.290, 0.955], [-0.282, 0.161, -0.394], [-1.087, 0.190, 2.525], [1.289, 1.360, -2.156], [1.910, -1.010, 2.259], [-0.626, -0.111, -1.968], [0.817, 0.057, 0.864], [-0.453, -0.024, -0.726], [-0.416, 0.334, 0.015], [-0.267, -0.502, -0.151], [0.275, -0.349, -0.803], [0.240, 0.129, 0.009], [-0.438, -0.060, -0.640], [-0.617, 0.791, -0.333], [0.320, -0.575, -0.247], [-0.487, -0.066, 0.161], [-0.061, 0.126, 0.177], [0.155, 0.019, 0.332], [-0.268, -0.160, 0.050]],
  "total_charge": 1,
  "multiplicity": 7,
  "lumo_energy_ev": [-2.193, -2.826],
  "mol_weight_g_mol": 935.75
}